--- 1 ---
Below is an isolated molecule of C7H12N2O, with properties calculated with ωB97M-V/def2-TZVPD.

Cartesian coordinates (Å):
O1 0.45 0.28 1.91
N1 0.95 -2.30 -0.47
N2 0.17 -0.30 -0.37
C1 1.59 0.43 2.80
C2 0.57 -0.64 0.92
C3 0.41 -1.36 -1.18
C4 1.01 -1.91 0.83
C5 -0.44 1.68 -1.87
C6 -2.14 -0.09 -0.95
C7 -0.79 0.70 -0.75
H1 -1.25 2.23 -2.23
H2 0.36 2.42 -1.71
H3 -1.93 -0.61 -1.84
H4 -2.83 0.68 -1.20
H5 2.45 -0.27 2.46
H6 -2.32 -0.63 -0.03
H7 -1.04 1.32 0.20
H8 1.22 -0.03 3.77
H9 2.08 1.39 2.98
H10 0.31 -1.45 -2.21
H11 1.30 -2.64 1.61
H12 -0.13 1.09 -2.68

Summary:
SMILES   COc1cncn1C(C)C
Frontier orbital gap   9.17 eV
Net charge   0
E_LUMO   0.872 eV
HOMO level   -8.30 eV

Atom charges from the Löwdin analysis, given in e for atoms 1 to 5: number 1, O, carries -0.081; number 2, N, carries 0.045; number 3, N, carries -0.008; number 4, C, carries -0.058; number 5, C, carries -0.309

***

--- 2 ---
Below is an isolated molecule of C7H12N2O, with properties calculated with ωB97M-V/def2-TZVPD.

Cartesian coordinates (Å):
O1 2.18 0.79 1.12
N1 -0.03 -0.58 -0.15
N2 1.83 -1.92 -0.88
C1 2.63 -0.20 0.55
C2 1.55 1.75 0.20
C3 -1.70 -0.04 1.47
C4 2.69 -1.04 -0.47
C5 -1.44 -0.51 0.04
C6 -2.12 0.51 -1.02
C7 0.49 -1.68 -0.64
H1 2.30 2.15 -0.51
H2 -0.84 -0.47 2.14
H3 -1.88 1.02 1.60
H4 -1.50 1.37 -0.79
H5 -2.06 -1.39 -0.16
H6 0.70 1.07 -0.43
H7 -3.13 0.55 -0.84
H8 1.16 2.63 0.76
H9 -0.12 -2.49 -0.95
H10 -1.75 0.30 -1.94
H11 -2.63 -0.55 1.85
H12 3.68 -1.26 -0.94

Summary:
Frontier orbital gap (spin up / spin down)   7.77 / 7.78 eV
Net charge   0
E_LUMO (spin up / spin down)   -0.089 / -0.088 eV
HOMO level (spin up / spin down)   -7.86 / -7.86 eV

Atom charges from the Löwdin analysis, given in e for atoms 1 to 5: number 1, O, carries 0.009; number 2, N, carries -0.010; number 3, N, carries 0.020; number 4, C, carries -0.048; number 5, C, carries -0.026

***

Least stable of them? 2.

***

--- 1 ---
Below is the ion C4H10NO3 with charge +1, with properties calculated with ωB97M-V/def2-TZVPD.

Cartesian coordinates (Å):
O1 -0.99 -1.48 1.57
O2 0.30 -2.28 -0.09
O3 1.03 -0.08 -2.02
N1 -1.60 0.78 0.39
C1 -0.40 -1.43 0.37
C2 1.61 0.73 0.20
C3 0.56 0.59 -0.89
C4 -0.72 -0.18 -0.38
H1 1.60 -0.79 -1.77
H2 2.54 1.04 -0.26
H3 -0.72 -2.29 2.03
H4 0.22 1.56 -1.24
H5 -0.99 1.35 0.98
H6 -2.15 1.35 -0.25
H7 1.38 1.52 0.91
H8 -2.25 0.25 0.98
H9 -1.21 -0.46 -1.31
H10 1.80 -0.17 0.78

Summary:
SMILES   C[C@@H](O)[C@H]([NH3+])C(=O)O
Frontier orbital gap   10.97 eV
Net charge   +1
E_LUMO   -3.822 eV
HOMO level   -14.79 eV

Atom charges from the Löwdin analysis, given in e for atoms 1 to 5: number 1, O, carries 0.147; number 2, O, carries 0.183; number 3, O, carries 0.027; number 4, N, carries 0.263; number 5, C, carries -0.511

***

--- 2 ---
Below is a cluster of 2 separate species, C4H10NO3 in total, with properties calculated with ωB97M-V/def2-TZVPD.

Cartesian coordinates (Å):
O1 -0.48 -1.80 2.15
O2 0.91 1.13 -1.68
O3 -2.72 -0.64 -1.74
N1 -0.75 -0.25 -0.02
C1 1.58 1.51 -0.75
C2 0.62 -0.44 0.56
C3 1.38 0.88 0.61
C4 0.50 -1.18 1.88
H1 -3.15 0.20 -1.94
H2 2.29 0.68 1.18
H3 1.36 -1.04 2.54
H4 -0.63 0.20 -0.92
H5 1.14 -1.14 -0.10
H6 0.83 1.59 1.24
H7 -1.36 0.34 0.54
H8 -2.76 -1.09 -2.60
H9 -1.19 -1.17 -0.11
H10 2.41 2.21 -0.86

Summary:
Frontier orbital gap   11.14 eV
Net charge   +1
E_LUMO   -3.547 eV
HOMO level   -14.69 eV

Atom charges from the Löwdin analysis, given in e for atoms 1 to 5: number 1, O, carries 0.124; number 2, O, carries 0.068; number 3, O, carries -0.044; number 4, N, carries 0.210; number 5, C, carries -0.178

***

Least stable of them? 2.

***

--- 1 ---
Below is a structure of composition C2H4ClFO, with properties calculated with ωB97M-V/def2-TZVPD.

Cartesian coordinates (Å):
Cl1 -0.60 0.65 -1.93
F1 1.43 -0.68 -0.87
O1 -0.13 1.41 0.92
C1 0.03 -0.53 -0.70
C2 -0.23 -0.10 0.77
H1 0.77 1.99 0.31
H2 -1.27 -0.59 0.97
H3 -0.47 -1.51 -0.98
H4 0.45 -0.63 1.51

Summary:
Frontier orbital gap   11.32 eV
Net charge   0
E_LUMO   0.505 eV
HOMO level   -10.82 eV

Atom charges from the Löwdin analysis, given in e for atoms 1 to 5: number 1, Cl, carries 0.609; number 2, F, carries -0.097; number 3, O, carries -0.243; number 4, C, carries -0.669; number 5, C, carries -0.232

***

--- 2 ---
Below is a cluster of 2 separate species, C2H4ClFO in total, with properties calculated with ωB97M-V/def2-TZVPD.

Cartesian coordinates (Å):
Cl1 2.20 -0.85 -0.15
F1 2.73 1.50 0.22
O1 -0.34 -0.51 0.50
C1 2.77 0.54 -0.72
C2 -1.47 0.05 -0.04
H1 -0.61 -1.25 1.02
H2 -2.25 -0.76 -0.40
H3 -2.10 0.81 0.54
H4 -0.93 0.48 -0.97

Summary:
Frontier orbital gap   9.59 eV
Net charge   0
E_LUMO   0.019 eV
HOMO level   -9.57 eV

Atom charges from the Löwdin analysis, given in e for atoms 1 to 5: number 1, Cl, carries 0.778; number 2, F, carries -0.106; number 3, O, carries -0.242; number 4, C, carries -0.584; number 5, C, carries -0.214

***

--- 3 ---
Below is a cluster of 2 separate species, C2H4ClFO in total, with properties calculated with ωB97M-V/def2-TZVPD.

Cartesian coordinates (Å):
Cl1 0.84 -1.08 -0.09
F1 1.16 1.41 -0.12
O1 -2.00 -0.40 0.06
C1 0.27 0.48 0.40
C2 -1.14 0.70 -0.17
H1 -1.60 1.49 0.21
H2 0.48 0.66 1.54
H3 -1.09 -1.32 0.35
H4 -1.27 0.93 -1.27

Summary:
Frontier orbital gap   10.86 eV
Net charge   0
E_LUMO   0.708 eV
HOMO level   -10.15 eV

Atom charges from the Löwdin analysis, given in e for atoms 1 to 5: number 1, Cl, carries 0.751; number 2, F, carries -0.077; number 3, O, carries -0.206; number 4, C, carries -0.690; number 5, C, carries -0.326

***

Least stable of them? 2.